Entry 1:
Formula: C4H4Cl2
Source: OMol25
Level of theory: ωB97M-V with the def2-TZVPD basis set

Geometry (Å):
C1 -2.18712 -0.55708 0.47755
C2 -1.07913 -0.33906 0.07937
C3 0.32285 -0.47950 0.02497
Cl1 0.73524 -1.84846 -1.22069
C4 0.99888 0.99863 -0.23142
Cl2 2.71386 0.85743 -0.54567
H1 -3.26204 -0.76186 0.81168
H2 0.65981 -0.74865 1.01749
H3 0.44360 1.28938 -1.04082
H4 0.65405 1.58917 0.62754

Forces on atoms 1 to 2 (eV/Å):
C -3.0988 -0.2122 0.5674
C -1.1493 -0.7552 0.7230

Total energy: -29254.9183 eV
M: 123.0 g/mol
Lowest unoccupied orbital energy: 0.7 eV
ΔE to the lowest compared entry with this formula, charge and spin: 1.740 eV
Gap between HOMO and LUMO: 11.036 eV
Structure (SMILES): C#C[C@@H](Cl)CCl

=====

Entry 2:
Formula: C4H4Cl2F6NaO6S2
Source: OMol25
Level of theory: ωB97M-V with the def2-TZVPD basis set

Geometry (Å):
Na1 0.45496 -0.67704 -2.03993
C1 -3.28716 0.01037 -2.38930
F1 -2.42509 -1.03176 -2.50550
F2 -4.00605 0.02353 -3.52258
F3 -4.11692 -0.27551 -1.39294
S1 -2.37148 1.62394 -2.12942
O1 -2.82395 2.45089 -3.21066
O2 -2.75401 2.02349 -0.81848
O3 -0.98852 1.17092 -2.25857
C2 -0.99876 -2.59966 1.91568
F4 -1.24735 -2.78147 3.21759
F5 -0.16863 -3.58834 1.51027
F6 -2.15156 -2.74149 1.24111
S2 -0.25408 -0.95497 1.57875
O4 -1.27395 -0.03516 1.94511
O5 0.94132 -0.92921 2.39375
O6 0.01080 -1.05264 0.14556
Cl1 2.61125 1.04261 -1.18798
C3 3.06009 0.58099 0.48986
C4 3.78313 1.75253 1.11641
Cl2 4.28142 1.32743 2.76632
H1 3.72232 -0.27312 0.39335
H2 2.17360 0.31112 1.05877
H3 3.14501 2.63222 1.12919
H4 4.68363 1.99034 0.55363

Forces on atoms 1 to 2 (eV/Å):
Na -0.7462 0.6199 0.6372
C -0.0078 0.0841 -0.1729

Total energy: -83939.6914 eV
M: 420.1 g/mol
Charge: -1
Lowest unoccupied orbital energy: 1.6 eV
ΔE to the lowest compared entry with this formula, charge and spin: 0.000 eV
Gap between HOMO and LUMO: 8.102 eV

=====

Entry 3:
Formula: C4H4Cl2LuO4Sc
Source: OMol25
Level of theory: ωB97M-V with the def2-TZVPD basis set

Geometry (Å):
Lu1 -0.48046 -0.12595 -2.30746
Sc1 0.31194 0.14920 0.43952
Cl1 -1.04768 -1.75794 -0.56696
Cl2 -0.93742 1.97095 -1.04632
C1 1.29419 1.77123 1.20291
C2 0.23621 -1.81378 -3.57050
C3 0.32457 1.02553 -4.02660
O1 1.89224 2.70246 1.65150
O2 0.53980 -2.76742 -4.16941
O3 0.67975 1.72124 -4.89261
C4 -0.14533 -0.62969 3.12197
O4 -1.02174 -0.43572 1.98315
H1 0.70923 -1.22763 2.77755
H2 -0.76054 -1.18654 3.81143
H3 0.14463 0.34075 3.49028
H4 -1.73940 0.26332 2.10155

Forces on atoms 1 to 2 (eV/Å):
Lu -4.1760 0.1876 -0.5885
Sc -3.7616 -3.6488 2.6731

Total energy: -91717.1954 eV
M: 406.9 g/mol
Charge: +4
Lowest unoccupied orbital energy: -19.7 eV
ΔE to the lowest compared entry with this formula, charge and spin: 0.000 eV
Gap between HOMO and LUMO: 7.927 eV

=====

> The highest M belongs to which entry?

C4H4Cl2F6NaO6S2